No. 1
The following is a DFT calculation (ωB97M-V/def2-TZVPD) of a molecular structure, C23H24CdN9O7P2Sb.

Geometry as ORCA input:
```
! wB97M-V def2-TZVPD RIJCOSX def2/J DEFGRID3
* xyz -2 1
Cd -1.073 3.496 0.135
N 1.666 5.598 -0.720
C 1.921 4.249 -0.732
N 3.147 3.775 -0.912
N 2.996 2.437 -0.848
N 1.768 2.132 -0.647
N 1.033 3.265 -0.573
C 0.446 6.240 -0.649
N 0.328 7.539 -0.880
N -0.987 7.781 -0.684
N -1.606 6.706 -0.364
N -0.719 5.681 -0.326
H 2.436 6.177 -1.006
O -4.981 1.939 0.691
P -3.597 1.624 -0.026
O -3.704 0.427 -0.875
O -3.012 2.895 -0.622
O -2.629 1.276 1.285
P -2.420 2.260 2.568
O -1.994 1.217 3.714
O -3.734 2.890 2.880
O -1.199 3.110 2.326
H -4.799 2.474 1.503
H -2.781 0.749 4.022
C -3.008 -2.096 0.471
C -2.239 -2.961 -0.486
C -2.756 -4.197 -0.859
C -2.089 -5.019 -1.758
C -0.890 -4.596 -2.304
C -0.367 -3.362 -1.938
C -1.013 -2.541 -1.023
Sb -0.238 -0.579 -0.522
C 1.450 -0.786 -1.853
C 1.222 -0.141 -3.067
C 2.191 -0.067 -4.053
C 3.433 -0.632 -3.823
C 3.673 -1.277 -2.623
C 2.698 -1.371 -1.634
C 3.038 -2.094 -0.363
C 0.598 -0.947 1.449
C 0.950 0.267 2.037
C 1.441 0.352 3.330
C 1.580 -0.802 4.076
C 1.223 -2.017 3.514
C 0.726 -2.117 2.216
C 0.367 -3.498 1.731
H -3.755 -2.681 1.011
H -3.503 -1.282 -0.066
H -2.354 -1.621 1.208
H -3.700 -4.519 -0.434
H -2.510 -5.980 -2.030
H -0.356 -5.220 -3.011
H 0.573 -3.043 -2.375
H 0.263 0.337 -3.245
H 1.983 0.448 -4.982
H 4.216 -0.559 -4.567
H 4.647 -1.717 -2.438
H 3.907 -2.738 -0.510
H 2.207 -2.711 -0.026
H 3.262 -1.391 0.442
H 0.841 1.186 1.474
H 1.688 1.321 3.744
H 1.956 -0.763 5.092
H 1.331 -2.927 4.096
H 0.821 -4.246 2.383
H 0.696 -3.686 0.711
H -0.710 -3.659 1.743
*
```

The calculation puts the HOMO-LUMO gap at 7.3 eV. For the LUMO energy, the calculation gives 4.3 eV. Its energy relative to the best compared isomer or geometry (same formula, charge and spin) is 0.0 kcal/mol. The calculation puts the HOMO energy at -3.06 eV.

Atom charges from the natural (NBO) analysis, given in e for atoms 1 to 6: atom 1 (Cd): 1.721, atom 2 (N): -0.599, atom 3 (C): 0.443, atom 4 (N): -0.408, atom 5 (N): -0.110, atom 6 (N): -0.156

---

No. 2
The following is a DFT calculation (ωB97M-V/def2-TZVPD) of a single C23H24ClNO4S molecule.

Geometry as ORCA input:
```
! wB97M-V def2-TZVPD RIJCOSX def2/J DEFGRID3
* xyz 0 1
C -4.628 -0.878 -1.866
C -3.157 -0.678 -1.540
O -2.471 -1.863 -1.906
C -1.126 -1.917 -1.765
C -0.512 -3.109 -2.160
C 0.854 -3.259 -2.066
C 1.656 -2.231 -1.578
C 1.039 -1.054 -1.181
C -0.333 -0.887 -1.272
H -0.772 0.049 -0.966
H 1.640 -0.239 -0.801
C 3.141 -2.412 -1.432
H 3.535 -3.012 -2.253
H 3.638 -1.440 -1.442
C 3.477 -3.119 -0.106
N 2.909 -2.414 1.016
C 3.618 -1.550 1.779
O 4.827 -1.427 1.736
C 2.772 -0.762 2.695
C 3.102 0.205 3.607
C 1.884 0.674 4.149
C 0.891 -0.042 3.540
O 1.423 -0.911 2.654
C -0.580 0.015 3.594
H -0.946 0.827 4.216
H -1.020 -0.929 3.917
S -1.159 0.216 1.815
O -2.618 0.214 1.852
C -0.676 2.024 1.699
C -0.950 2.465 0.306
C -2.262 2.674 -0.108
C -2.545 3.001 -1.420
C -1.507 3.124 -2.330
C -0.192 2.927 -1.937
C 0.078 2.595 -0.622
H 1.101 2.436 -0.315
H 0.607 3.024 -2.654
Cl -1.856 3.522 -3.976
H -3.564 3.156 -1.738
H -3.068 2.560 0.601
H -1.293 2.550 2.424
H 0.378 2.090 1.957
H 1.761 1.433 4.894
H 4.092 0.531 3.848
H 1.902 -2.366 1.050
H 4.558 -3.146 0.044
H 3.082 -4.138 -0.116
H 1.311 -4.185 -2.382
H -1.134 -3.901 -2.545
H -3.030 -0.482 -0.468
H -2.757 0.176 -2.105
H -5.016 -1.729 -1.313
H -4.755 -1.066 -2.928
H -5.187 0.011 -1.588
*
```

The calculation puts the HOMO-LUMO gap at 8.7 eV. For the LUMO energy, the calculation gives 0.5 eV. Its energy relative to the best compared isomer or geometry (same formula, charge and spin) is 0.0 kcal/mol. The calculation puts the HOMO energy at -8.29 eV.

Atom charges from the natural (NBO) analysis, given in e for atoms 1 to 6: atom 1 (C): -0.615, atom 2 (C): -0.077, atom 3 (O): -0.499, atom 4 (C): 0.301, atom 5 (C): -0.250, atom 6 (C): -0.193

---

No. 3
The following is a DFT calculation (ωB97M-V/def2-TZVPD) of 2 unconnected molecules or ions with the total composition C23H24FN3O5.

Geometry as ORCA input:
```
! wB97M-V def2-TZVPD RIJCOSX def2/J DEFGRID3
* xyz 0 1
C -4.864 3.792 8.019
C -4.125 3.277 6.813
C -4.777 2.460 5.880
C -4.085 1.972 4.765
C -2.743 2.293 4.561
N -2.122 1.799 3.477
C -0.835 2.134 3.229
C -0.144 1.606 2.023
O 0.480 2.381 1.296
C -0.085 0.152 1.739
C -0.290 -0.796 2.760
C -0.190 -2.165 2.493
C 0.096 -2.615 1.203
F 0.185 -3.944 0.956
C 0.285 -1.689 0.170
O 0.537 -2.124 -1.106
C 0.210 -0.319 0.444
C -0.134 2.973 4.113
C -0.751 3.462 5.263
C -2.084 3.123 5.493
C -2.775 3.602 6.616
H -4.837 3.048 8.821
H -4.410 4.718 8.385
H -5.909 4.000 7.769
H -5.822 2.199 6.020
H -4.582 1.338 4.039
H -0.522 -0.482 3.775
H -0.340 -2.889 3.289
H 0.460 -3.097 -1.152
H 0.376 0.387 -0.367
H 0.896 3.235 3.892
H -0.209 4.106 5.950
H -2.265 4.236 7.335
C 2.198 -5.026 -5.743
N 2.533 -3.624 -5.496
C 1.880 -2.818 -4.648
O 0.945 -3.228 -3.968
C 2.342 -1.350 -4.526
C 1.166 -0.384 -4.300
O 0.980 -0.142 -2.922
N 3.211 -0.852 -5.613
C 2.914 -0.848 -6.913
C 3.920 -0.196 -7.832
O 1.900 -1.347 -7.373
H 3.103 -5.597 -5.955
H 1.520 -5.094 -6.596
H 1.704 -5.457 -4.869
H 3.231 -3.196 -6.083
H 2.951 -1.319 -3.622
H 1.383 0.573 -4.778
H 0.253 -0.785 -4.741
H 0.707 -0.966 -2.482
H 4.065 -0.395 -5.339
H 4.078 0.835 -7.520
H 4.859 -0.746 -7.793
H 3.530 -0.210 -8.850
*
```

The calculation puts the HOMO-LUMO gap at 8.3 eV. For the LUMO energy, the calculation gives -0.3 eV. Its structure (SMILES) is Cc1ccc2nc(C(=O)c3ccc(F)c(O)c3)ccc2c1.CNC(=O)[C@H](CO)NC(C)=O. The calculation puts the HOMO energy at -8.63 eV.

Atom charges from the natural (NBO) analysis, given in e for atoms 1 to 6: atom 1 (C): -0.630, atom 2 (C): -0.006, atom 3 (C): -0.206, atom 4 (C): -0.191, atom 5 (C): 0.203, atom 6 (N): -0.402

---

No. 4
The following is a DFT calculation (ωB97M-V/def2-TZVPD) of a single C23H24FN5O2 molecule.

Geometry as ORCA input:
```
! wB97M-V def2-TZVPD RIJCOSX def2/J DEFGRID3
* xyz 0 1
C 0.533 4.055 1.363
C -0.099 2.781 0.914
C 0.558 1.762 0.303
C 1.993 1.887 -0.023
O 2.574 2.956 -0.080
N 2.612 0.686 -0.268
C 3.938 0.445 -0.619
C 4.831 1.452 -0.979
C 6.128 1.133 -1.335
C 6.526 -0.191 -1.332
F 7.795 -0.502 -1.682
C 5.658 -1.209 -0.980
C 4.364 -0.885 -0.624
C -0.149 0.471 -0.084
C 0.221 -0.694 0.823
C 0.239 -0.526 2.200
C 0.554 -1.596 3.020
C 0.849 -2.830 2.471
C 0.825 -3.020 1.094
C 1.140 -4.362 0.509
C 0.505 -1.942 0.280
N -1.572 0.680 0.001
N -2.508 -0.172 -0.457
C -3.644 0.370 -0.075
C -4.975 -0.201 -0.394
C -5.522 0.399 -1.694
C -6.842 -0.258 -2.098
O -6.720 -1.640 -2.328
N -3.490 1.534 0.611
C -2.185 1.687 0.641
N -1.447 2.697 1.182
H -0.075 4.533 2.129
H 0.636 4.733 0.517
H 1.535 3.880 1.745
H 2.090 -0.152 -0.050
H 4.505 2.478 -0.970
H 6.829 1.902 -1.615
H 5.997 -2.233 -0.987
H 3.673 -1.668 -0.344
H 0.083 0.203 -1.126
H 0.011 0.439 2.628
H 0.569 -1.464 4.091
H 1.097 -3.661 3.116
H 1.102 -4.336 -0.577
H 0.424 -5.103 0.862
H 2.133 -4.688 0.818
H 0.468 -2.074 -0.792
H -4.882 -1.282 -0.505
H -5.658 0.023 0.426
H -4.786 0.254 -2.490
H -5.678 1.471 -1.566
H -7.575 -0.161 -1.295
H -7.239 0.244 -2.994
H -6.009 -1.783 -2.964
H -1.940 3.478 1.584
*
```

The calculation puts the HOMO-LUMO gap at 8.8 eV. For the LUMO energy, the calculation gives 0.6 eV. Its structure (SMILES) is CC1=C(C(=O)Nc2ccc(F)cc2)[C@@H](c2cccc(C)c2)n2nc(CCCO)nc2N1. The calculation puts the HOMO energy at -8.24 eV.

Atom charges from the natural (NBO) analysis, given in e for atoms 1 to 6: atom 1 (C): -0.650, atom 2 (C): 0.286, atom 3 (C): -0.199, atom 4 (C): 0.663, atom 5 (O): -0.631, atom 6 (N): -0.618

---

No. 5
The following is a DFT calculation (ωB97M-V/def2-TZVPD) of a molecular structure, C23H24LiN6PS.

Geometry as ORCA input:
```
! wB97M-V def2-TZVPD RIJCOSX def2/J DEFGRID3
* xyz 0 1
Li -0.452 0.437 -0.809
N -1.651 -2.607 -4.021
C -1.699 -1.628 -3.076
S -1.950 -2.077 -1.472
N -1.615 -0.388 -3.521
N -1.247 0.573 -2.707
C -1.517 1.788 -3.069
C -0.964 2.898 -2.373
C -1.184 4.208 -2.842
C -0.579 5.264 -2.203
C 0.244 4.996 -1.113
C 0.411 3.678 -0.723
N -0.180 2.652 -1.307
H -1.983 -3.516 -3.748
H -1.748 -2.334 -4.984
H -2.113 1.977 -3.961
H -1.818 4.354 -3.704
H -0.717 6.280 -2.545
H 0.742 5.788 -0.579
H 1.062 3.434 0.103
C 1.350 -0.853 2.876
P 0.678 -0.823 1.155
C -0.635 -2.050 1.493
C -0.473 -3.421 1.339
C -1.514 -4.276 1.663
C -2.705 -3.770 2.158
C -2.860 -2.403 2.331
C -1.832 -1.545 1.989
C 1.925 -1.809 0.257
C 3.112 -2.288 0.803
C 4.026 -2.959 0.010
C 3.778 -3.141 -1.339
C 2.608 -2.650 -1.897
C 1.692 -1.988 -1.104
H 2.279 -0.289 2.946
H 1.522 -1.886 3.188
H 0.592 -0.396 3.512
H 0.455 -3.820 0.951
H -1.394 -5.343 1.526
H -3.524 -4.435 2.401
H -3.789 -2.014 2.725
H -1.938 -0.470 2.093
H 3.342 -2.146 1.847
H 4.941 -3.331 0.449
H 4.505 -3.649 -1.954
H 2.421 -2.771 -2.954
H 0.773 -1.609 -1.537
N -1.160 3.146 2.042
C -0.516 4.246 2.481
C 0.772 3.855 2.764
C 0.805 2.490 2.448
N -0.370 2.074 2.017
H -2.126 3.076 1.765
H -1.000 5.199 2.569
H 1.582 4.451 3.130
H 1.637 1.821 2.513
*
```

The calculation puts the HOMO-LUMO gap at 7.0 eV. For the LUMO energy, the calculation gives 0.1 eV. Its energy relative to the best compared isomer or geometry (same formula, charge and spin) is 32.4 kcal/mol. The calculation puts the HOMO energy at -6.83 eV.

Atom charges from the natural (NBO) analysis, given in e for atoms 1 to 6: atom 1 (Li): 0.832, atom 2 (N): -0.797, atom 3 (C): 0.264, atom 4 (S): -0.422, atom 5 (N): -0.454, atom 6 (N): -0.259

---

No. 6
The following is a DFT calculation (ωB97M-V/def2-TZVPD) of a single C23H24N2O3S2 molecule.

Geometry as ORCA input:
```
! wB97M-V def2-TZVPD RIJCOSX def2/J DEFGRID3
* xyz 0 1
C -3.922 -2.217 0.799
N -2.950 -1.838 -0.198
C -1.612 -1.652 0.163
C -0.635 -1.835 -0.814
C 0.700 -1.664 -0.512
C 1.099 -1.313 0.776
C 2.510 -1.082 1.195
O 2.790 -0.545 2.250
N 3.464 -1.511 0.331
C 4.869 -1.451 0.650
C 5.730 -1.073 -0.548
S 5.862 0.716 -0.877
C 4.389 1.057 -1.899
C 3.118 1.329 -1.149
C 3.130 1.900 0.115
C 1.943 2.191 0.761
C 0.733 1.928 0.144
C 0.709 1.366 -1.121
C 1.898 1.064 -1.761
C 0.118 -1.141 1.749
C -1.220 -1.312 1.457
S -3.605 -0.826 -1.379
O -4.757 -1.489 -1.910
O -2.564 -0.427 -2.274
C -4.131 0.590 -0.416
C -5.471 0.799 -0.160
C -5.846 1.878 0.625
C -4.878 2.723 1.145
C -3.534 2.500 0.882
C -3.156 1.424 0.096
H -3.545 -3.069 1.363
H -4.820 -2.509 0.259
H -4.170 -1.403 1.490
H -0.943 -2.098 -1.812
H 1.420 -1.795 -1.306
H 3.200 -2.066 -0.466
H 4.979 -0.718 1.454
H 5.207 -2.427 1.026
H 5.377 -1.557 -1.460
H 6.759 -1.380 -0.364
H 4.272 0.228 -2.599
H 4.672 1.946 -2.469
H 4.074 2.107 0.596
H 1.966 2.622 1.750
H -0.190 2.163 0.655
H -0.228 1.149 -1.616
H 1.877 0.627 -2.750
H 0.433 -0.861 2.742
H -1.958 -1.170 2.232
H -6.195 0.122 -0.586
H -6.890 2.058 0.831
H -5.171 3.562 1.758
H -2.786 3.163 1.288
H -2.123 1.222 -0.135
*
```

The calculation puts the HOMO-LUMO gap at 9.0 eV. For the LUMO energy, the calculation gives 0.4 eV. Its energy relative to the best compared isomer or geometry (same formula, charge and spin) is 14.3 kcal/mol. Its structure (SMILES) is CN(c1ccc(C(=O)NCCSCc2ccccc2)cc1)S(=O)(=O)c1ccccc1. The calculation puts the HOMO energy at -8.57 eV.

Atom charges from the natural (NBO) analysis, given in e for atoms 1 to 6: atom 1 (C): -0.432, atom 2 (N): -0.692, atom 3 (C): 0.229, atom 4 (C): -0.230, atom 5 (C): -0.165, atom 6 (C): -0.158

---

Calculated E (Ha), listed in the same order as above: -3001.4559, -2104.9310, -1531.2201, -1415.0227, -1966.4863, -2022.4655